(1)
31
Properties=species:S:1:pos:R:3 method="wB97M-V/def2-TZVPD" charge=0 orbital_gap_ha="0.3135 / 0.3135" energy_ev=-19966.01590 de_lowest_kcal_mol=46.9 lumo_ev="0.62 / 0.62" fmax_ha_per_bohr=0.0691
C -0.754 -0.946 -1.081
C -0.058 -1.452 -2.197
C 1.297 0.198 -0.378
C 1.923 -0.309 -1.561
C -0.031 -0.155 -0.166
C 1.295 -1.133 -2.457
C 3.394 0.158 -1.673
C 0.377 1.567 2.917
C -2.795 0.942 -0.248
C -0.033 0.248 2.306
C -2.052 0.614 0.938
N -0.739 0.372 1.020
O 2.003 -1.692 -3.481
O -2.848 -1.414 1.360
F -2.666 1.146 2.032
H -1.752 -1.347 -0.952
H -0.534 -2.219 -2.757
H 1.980 0.835 0.286
H 4.141 -0.488 -1.212
H 3.771 0.133 -2.709
H 3.622 1.112 -1.264
H -0.179 2.420 2.698
H 0.319 1.491 3.987
H 1.421 1.737 2.700
H -2.890 2.016 -0.350
H -2.364 0.616 -1.187
H -3.798 0.439 -0.108
H 0.794 -0.544 2.119
H -0.814 -0.310 2.940
H 1.399 -2.455 -3.651
H -3.429 -1.582 2.127

(2)
65
Properties=species:S:1:pos:R:3 method="wB97M-V/def2-TZVPD" charge=+1 orbital_gap_ha="0.2425 / 0.2483" spin_multiplicity=3 energy_ev=-133817.96204 de_lowest_kcal_mol=0.0 lumo_ev="-3.60 / -3.65" fmax_ha_per_bohr=0.0027
Tc 0.053 -0.810 -0.553
Br 4.590 -4.119 4.354
C 3.197 -3.391 3.310
C 1.871 -3.766 3.563
C 0.849 -3.245 2.812
C 1.094 -2.330 1.768
O 0.059 -1.892 1.094
C 2.438 -1.946 1.522
C 2.847 -0.987 0.541
N 2.070 -0.363 -0.284
C 2.579 0.618 -1.176
C 3.808 1.223 -1.099
C 4.206 2.164 -2.069
C 3.381 2.508 -3.101
C 2.093 1.934 -3.192
C 1.165 2.254 -4.212
C -0.067 1.669 -4.217
C -0.398 0.766 -3.191
N 0.441 0.454 -2.229
C 1.694 1.004 -2.216
C 3.471 -2.499 2.313
H 1.658 -4.471 4.355
H -0.177 -3.532 2.997
H 3.914 -0.779 0.511
H 4.489 0.997 -0.291
H 5.185 2.617 -1.985
H 3.693 3.228 -3.847
H 1.448 2.963 -4.980
H -0.795 1.886 -4.985
H -1.369 0.289 -3.150
H 4.495 -2.204 2.119
O -1.915 -1.258 -0.882
N -2.185 -2.527 -1.273
C -3.469 -2.924 -1.130
C -3.861 -4.170 -1.525
C -2.902 -5.027 -2.079
C -1.606 -4.601 -2.207
C -1.221 -3.316 -1.791
S 0.392 -2.730 -1.948
H -4.114 -2.180 -0.689
H -4.890 -4.467 -1.398
H -3.180 -6.021 -2.402
H -0.841 -5.239 -2.624
C -1.788 4.011 1.043
N -0.593 3.602 1.782
C -1.008 3.046 3.071
N -1.966 1.946 2.958
C -3.118 2.404 2.183
N -2.769 2.941 0.867
C -2.264 1.895 -0.020
P -0.741 1.112 0.663
C 0.213 2.649 1.019
C -1.353 0.762 2.364
H -1.492 4.395 0.065
H -2.267 4.818 1.600
H -1.478 3.845 3.646
H -0.127 2.701 3.615
H -3.611 3.197 2.748
H -3.821 1.579 2.061
H -2.044 2.325 -1.002
H -3.020 1.120 -0.162
H 0.538 3.109 0.081
H 1.115 2.396 1.584
H -0.521 0.420 2.984
H -2.073 -0.058 2.313